Record 1
ORCA calculation (ωB97M-V/def2-TZVPD) on an isolated ion of composition CH2O5P2 and charge -2 in a non-equilibrium geometry.

```
10
Properties=species:S:1:pos:R:3
O 0.342 0.860 2.455
C -0.266 -0.105 2.153
P -0.351 -0.688 -0.051
O 0.756 0.650 -0.456
P -1.658 -1.267 2.704
O -1.811 -2.056 1.421
O -2.717 -0.219 2.874
O -1.346 -2.081 3.979
H -1.607 -0.032 -0.379
H 1.234 0.866 0.417
```

Output
HOMO level: 0.3738 eV
Net charge: -2
Gap between HOMO and LUMO: 6.16 eV
F_max: 0.053 Eh/bohr
Structure (SMILES): O=C(PO)P(=O)([O-])[O-]

Results of the natural (NBO) charge analysis, in e, for atoms 1 through 5: atom 1 (O): -0.6283, atom 2 (C): 0.1926, atom 3 (P): 0.4671, atom 4 (O): -1.0791, atom 5 (P): 2.2919

Record 2
ORCA calculation (ωB97M-V/def2-TZVPD) on a 2-piece molecular cluster, CH2O8S2 overall in a non-equilibrium geometry.

```
13
Properties=species:S:1:pos:R:3
C 1.264 2.589 0.568
O 1.069 -0.514 -0.017
O -1.530 -0.737 0.431
O 0.964 1.125 -1.823
O 3.146 0.570 -0.798
O -2.027 -3.083 0.789
O -3.511 -1.429 -0.906
O 1.819 2.508 1.671
O 0.462 3.180 -0.127
S 1.691 0.868 -0.593
S -2.068 -1.655 -0.545
H 0.002 -0.634 0.014
H -1.282 -2.789 1.336
```

Output
HOMO level: -1.9075 eV
Net charge: -2
Gap between HOMO and LUMO: 7.89 eV
F_max: 0.069 Eh/bohr

Results of the natural (NBO) charge analysis, in e, for atoms 1 through 5: atom 1 (C): 0.7484, atom 2 (O): -0.9808, atom 3 (O): -1.0070, atom 4 (O): -1.0100, atom 5 (O): -1.0161

Record 3
ORCA calculation (ωB97M-V/def2-TZVPD) on CH2OS in the gas phase in a non-equilibrium geometry.

```
5
Properties=species:S:1:pos:R:3
O 1.541 0.175 -0.561
C 0.469 -0.189 -0.248
S -0.585 1.080 0.084
H -0.170 -1.335 -0.452
H -1.255 0.269 1.177
```

Output
HOMO level: -10.1532 eV
Gap between HOMO and LUMO: 10.51 eV
F_max: 0.097 Eh/bohr
Structure (SMILES): O=CS

For reference, the natural (NBO) charges in units of e are: atom 1 (O): -0.5121, atom 2 (C): 0.2179, atom 3 (S): 0.0325, atom 4 (H): 0.1190, atom 5 (H): 0.1427

Q: Which ΔE to the lowest compared entry with this formula, charge and spin values were calculated for the entries above? A: 279.8; 41.4; 134.3, in kJ/mol.